81
Properties=species:S:1:pos:R:3:forces:R:3 method="wB97M-V/def2-TZVPD" spin_multiplicity=1 e_homo_ev=-4.371 total_charge=-1 max_force_ha_per_bohr=0.0287 e_lumo_ev=1.6 homo_lumo_gap_ev=5.95
C 5.69140 -0.81423 3.13108 0.1 0.4 -0.4
C 6.78890 -1.14094 2.09590 -0.2 -0.4 0.1
C 6.26044 -1.77107 0.79782 0.5 0.2 -0.3
C 5.81139 -0.78315 -0.30748 -0.6 -0.1 0.2
C 5.33780 0.58879 0.17546 0.1 0.0 -0.3
C 4.92956 1.49518 -0.98909 0.4 0.1 0.1
C 4.67622 2.95194 -0.57439 -0.3 -0.2 0.0
C 3.75153 3.15442 0.64686 0.1 0.5 -0.1
C 2.46464 3.94578 0.35783 -0.3 -0.2 0.3
C 1.23100 3.07313 0.02056 0.1 0.4 -0.3
C -0.04266 3.48566 0.77475 0.4 -0.2 0.0
C -0.96404 2.30123 1.15267 -0.6 -0.7 -0.3
P -0.64806 1.74148 2.90711 0.0 1.1 0.6
C 0.72164 0.54644 2.70282 -0.1 -0.3 -0.1
C -2.02474 0.60080 3.34252 0.1 -0.6 -0.2
C -2.43039 2.73473 0.88718 -0.2 -0.3 0.0
O -2.66750 2.38331 -0.43641 0.2 0.2 -0.1
B -1.80079 1.17084 -0.78784 -0.8 1.3 0.1
C -2.78546 -0.14491 -0.76532 0.8 -0.4 -0.2
C -3.21691 -0.80228 -2.09637 -0.1 0.3 0.9
C -3.56778 0.10773 -3.23299 -0.2 -0.9 -0.1
F -4.35506 -0.59431 -4.13024 -0.3 -0.3 -0.2
F -4.30649 1.14344 -2.87858 -0.4 0.7 0.4
F -2.56058 0.53702 -3.96666 0.8 0.4 -0.3
O -0.80312 1.16984 0.32694 0.0 -0.2 -0.1
H 4.70164 -0.94909 2.69120 0.0 -0.1 0.2
H 5.77953 -1.43190 4.02402 -0.1 0.0 0.0
H 5.74360 0.23589 3.42802 0.0 -0.1 0.1
H 7.48260 -1.86221 2.53783 0.0 0.1 0.0
H 7.37576 -0.25431 1.84851 0.0 0.0 0.1
H 7.08413 -2.35762 0.37538 -0.2 -0.1 0.0
H 5.45976 -2.48046 1.01878 0.0 0.1 0.1
H 6.59208 -0.66734 -1.06455 0.1 0.1 0.1
H 4.95171 -1.23263 -0.81893 0.2 0.0 -0.2
H 6.14241 1.10793 0.70916 -0.1 -0.1 0.2
H 4.50174 0.43973 0.86123 0.1 0.1 0.1
H 4.07421 1.08226 -1.53186 0.0 0.0 0.1
H 5.78072 1.49835 -1.68258 -0.2 0.0 -0.2
H 4.23153 3.47902 -1.42428 0.1 0.0 0.0
H 5.64095 3.43461 -0.38910 0.0 -0.1 0.0
H 3.47207 2.20632 1.10801 0.0 0.0 0.0
H 4.31250 3.70660 1.40827 0.0 -0.1 0.0
H 2.22735 4.53317 1.25066 0.0 0.0 0.0
H 2.63957 4.66922 -0.44506 0.1 0.0 0.1
H 1.02811 3.17247 -1.04952 0.0 -0.3 0.0
H 1.43459 2.01238 0.18026 0.0 0.1 0.1
H -0.60956 4.18879 0.15979 0.0 0.0 0.0
H 0.22914 4.01462 1.69543 0.0 0.0 0.0
H 1.63272 1.05665 2.38795 0.0 0.0 0.0
H 0.46001 -0.22667 1.97602 0.1 0.1 -0.1
H 0.88630 0.07797 3.67678 0.1 0.1 0.0
H -2.94760 0.84057 2.82075 0.0 0.1 0.0
H -1.76883 -0.43286 3.08473 -0.1 0.1 0.0
H -2.20139 0.64437 4.41815 0.0 0.1 0.0
H -3.14759 2.21816 1.54615 0.1 0.1 0.1
H -2.57480 3.81242 1.03670 0.1 0.0 0.0
H -1.30399 1.46840 -1.87382 0.2 -0.5 0.0
H -2.25467 -0.93939 -0.21984 -0.1 0.0 0.1
H -3.68600 0.07866 -0.18564 0.5 0.2 0.0
H -2.48883 -1.54110 -2.42751 0.1 0.2 -0.2
H -4.14372 -1.34805 -1.89987 0.1 -0.1 -0.1
C -3.90711 -5.52299 -2.44478 -0.1 0.0 0.0
Br -2.34433 -5.66528 -1.33764 0.0 0.0 0.0
Br -4.12167 -3.74416 -3.12323 -0.1 -0.3 -0.1
Br -3.88303 -6.84716 -3.85112 0.0 0.0 0.0
H -4.76547 -5.73987 -1.82588 0.0 0.0 0.0
C -7.08940 -0.64789 1.32222 0.0 0.1 -0.1
Br -6.06103 -0.11576 2.85860 0.0 0.0 0.0
Br -6.12757 -0.35900 -0.30167 -0.4 0.0 0.1
Br -7.69921 -2.47312 1.48036 0.0 0.0 0.0
H -7.97297 -0.02626 1.29951 0.0 0.0 0.0
C 2.14654 -5.91993 -1.45343 0.0 0.0 0.0
Br 3.51982 -4.60184 -1.20158 0.1 0.1 0.0
Br 1.06514 -6.11728 0.12741 0.0 0.0 0.0
Br 1.08531 -5.54819 -3.00691 0.0 0.0 0.0
H 2.63849 -6.86680 -1.61939 0.0 0.0 0.0
C -9.80098 -0.33404 -3.08060 0.0 -0.1 0.0
Br -10.55755 1.05119 -4.18382 0.0 0.0 0.0
Br -7.99881 -0.73710 -3.58752 0.0 0.0 0.0
Br -9.96377 0.10318 -1.21216 0.0 0.0 0.0
H -10.39113 -1.22354 -3.24374 0.0 0.0 0.0

=====

72
Properties=species:S:1:pos:R:3:forces:R:3 method="wB97M-V/def2-TZVPD" spin_multiplicity=5 e_homo_ev="-18.493 / -18.493" total_charge=+4 e_above_lowest_kj_mol=0.00 max_force_ha_per_bohr=0.2128 e_lumo_ev="-13.4 / -14.4" homo_lumo_gap_ev="5.11 / 4.11"
P -1.38777 2.86178 -1.36134 -0.6 -0.4 0.8
C -1.95594 3.78279 0.05243 -0.1 0.3 0.2
H -2.52076 4.65287 -0.29993 0.0 -0.1 0.1
H -1.11441 4.12645 0.65865 0.1 0.0 -0.1
H -2.57687 3.14688 0.69505 -0.1 0.1 -0.3
C 0.27580 3.25493 -1.83681 0.3 -0.1 -0.1
H 0.53009 2.72872 -2.76853 0.0 0.4 0.1
H 0.96896 2.93768 -1.04080 -0.2 0.3 -0.1
H 0.33390 4.34704 -1.97525 0.1 -0.3 -0.1
C -2.55228 2.80773 -2.70592 -0.1 -0.1 -0.3
H -2.31322 3.61975 -3.40668 -0.3 -0.1 0.1
H -3.57805 2.89270 -2.31746 0.3 0.1 -0.1
H -2.47238 1.84637 -3.22886 0.0 0.3 0.0
P -1.53314 -2.33679 0.00183 -2.6 -2.7 1.3
C -2.12247 -1.79348 1.60846 -0.1 1.0 1.1
H -2.73476 -2.58047 2.09485 0.4 0.1 -0.6
H -2.74249 -0.88708 1.51342 0.2 -0.6 0.1
H -1.28508 -1.55892 2.28489 -0.5 -0.1 -0.3
C -3.08182 -2.70201 -0.91112 0.0 0.1 -0.3
H -2.82864 -3.06728 -1.91979 -0.4 0.0 0.3
H -3.66277 -1.76492 -0.98584 0.1 -0.5 0.0
H -3.65886 -3.47665 -0.36550 0.3 0.4 -0.3
C -0.78144 -3.97865 0.34120 0.3 0.0 0.0
H -1.58532 -4.72297 0.50843 0.4 0.4 0.0
H -0.13978 -3.90747 1.23851 -0.3 -0.1 -0.4
H -0.16834 -4.28139 -0.52437 -0.3 -0.2 0.4
P 3.21628 -0.33849 0.98502 -0.4 0.2 0.4
C 3.21670 0.06562 2.71614 -0.2 -0.4 0.1
H 4.21203 0.44122 2.98707 0.0 -0.1 -0.1
H 2.97200 -0.82863 3.30087 0.3 0.0 -0.1
H 2.44511 0.82347 2.93977 0.1 0.1 -0.3
C 4.16974 -1.77591 0.54929 0.1 -0.3 -0.3
H 4.87141 -2.00383 1.36363 -0.1 0.0 -0.2
H 4.71844 -1.58482 -0.38111 0.0 -0.1 0.2
H 3.49005 -2.62408 0.38647 0.3 0.0 0.2
C 3.51276 1.05600 -0.08115 -0.1 0.1 -0.3
H 4.60642 1.12993 -0.22269 -0.4 0.2 -0.1
H 3.09571 1.98040 0.35758 0.3 -0.3 0.0
H 3.00995 0.88426 -1.04424 0.5 0.0 0.2
Os -0.20901 -1.67569 -1.76007 -2.4 2.1 10.5
C -1.34235 1.03079 -0.80909 -2.0 -0.9 3.8
O -1.89689 0.58474 0.18642 2.2 2.2 -4.2
C 1.41376 -0.91582 0.52405 -3.2 -0.2 4.0
O 0.63222 -1.03931 1.45580 3.3 0.5 -3.7
C 1.15135 -2.72888 -2.74539 2.6 -2.9 -2.0
C 1.70717 -1.49281 -2.41365 3.1 -0.5 -0.8
C 1.04250 -0.31755 -2.72008 1.2 2.6 -1.2
C -0.20598 -0.35191 -3.32078 -0.6 2.6 -2.4
C -0.79212 -1.58030 -3.66185 -1.6 0.1 -2.7
C -0.10107 -2.77801 -3.38104 0.1 -2.7 -2.8
H 1.67297 -3.64539 -2.48171 -0.1 0.1 -0.1
H 2.65201 -1.44492 -1.88014 -0.3 -0.2 0.0
H 1.47961 0.64053 -2.43660 -0.3 -0.3 0.1
H -0.74817 0.58409 -3.48493 0.2 -0.5 0.0
H -1.79364 -1.60415 -4.10006 0.3 -0.1 0.2
H -0.56415 -3.74073 -3.59556 0.1 0.2 0.0
C -1.94092 3.38727 4.36055 -0.6 0.0 0.3
N -0.68268 3.50566 3.64219 0.3 -0.2 -0.4
C -0.29249 4.69437 3.12199 0.2 -0.8 0.3
C 0.86994 4.76127 2.40849 0.0 0.4 -0.2
C 1.67134 3.59944 2.35228 -0.3 -0.2 0.0
N 1.27056 2.42903 2.80524 -0.3 0.0 -0.2
C 0.02164 2.30142 3.36758 -0.6 -0.5 0.6
O -0.49677 1.21831 3.65691 0.8 1.2 -0.7
N 2.90571 3.63292 1.73257 0.2 0.0 0.0
H -1.87269 2.62747 5.14519 0.1 0.2 -0.3
H -2.74505 3.10232 3.66732 0.2 0.1 0.3
H -2.15970 4.35434 4.81676 -0.1 -0.2 -0.1
H -0.94745 5.54011 3.34226 0.3 -0.1 -0.2
H 1.22444 5.68099 1.97589 0.0 0.2 0.1
H 3.62400 3.06429 2.17587 -0.3 0.3 0.0
H 3.25271 4.54901 1.48210 0.0 0.0 0.2

=====

69
Properties=species:S:1:pos:R:3:forces:R:3 method="wB97M-V/def2-TZVPD" spin_multiplicity=1 e_homo_ev=-11.024 total_charge=+1 max_force_ha_per_bohr=0.0289 e_lumo_ev=-2.9 homo_lumo_gap_ev=8.08
N 6.89646 -0.48907 0.37127 0.0 0.1 0.0
C 7.60893 0.76758 0.08159 0.1 -0.1 0.2
C 6.73759 2.02020 0.13448 0.1 0.1 0.0
C 5.85932 2.28160 -1.08769 0.1 -0.1 -0.1
C 4.71230 1.30695 -1.37815 -0.2 0.0 -0.1
C 3.39102 1.64643 -0.64837 0.4 -0.2 -0.3
C 2.92720 0.54283 0.29767 0.3 0.4 -0.1
N 3.92456 0.34586 1.37700 -1.3 0.2 0.7
C 3.87899 1.22766 2.38216 0.3 0.1 -0.5
N 4.72626 1.06700 3.44950 0.0 0.3 -0.2
N 3.09118 2.29408 2.29439 -0.7 -0.8 1.1
C 1.72054 2.19225 1.70129 0.4 0.0 -0.1
C 1.58298 0.85730 0.97581 -0.2 -0.1 0.1
C 0.40697 0.75088 0.03142 0.2 0.2 0.0
C 0.14336 -0.46725 -0.59385 0.2 0.0 0.2
C -0.93039 -0.56626 -1.44169 -0.2 -0.1 -0.1
C -1.72462 0.55864 -1.63310 -0.2 0.0 -0.4
N -1.48697 1.73228 -1.06523 0.0 -0.1 0.1
C -0.43894 1.81143 -0.24883 0.0 0.1 0.1
H 7.50437 -1.11710 0.88020 0.0 0.0 -0.1
H 6.64777 -0.96848 -0.48461 0.0 0.0 0.0
H 8.38217 0.88024 0.84579 0.0 0.0 0.0
H 8.13735 0.73345 -0.87865 0.0 0.0 0.0
H 7.42736 2.86724 0.21383 -0.1 0.0 0.0
H 6.15998 2.01240 1.06721 0.0 0.0 -0.1
H 6.52429 2.30318 -1.95759 0.0 0.0 0.0
H 5.43269 3.28836 -1.02296 0.1 0.0 0.0
H 4.99163 0.27573 -1.15370 0.1 0.1 0.0
H 4.51949 1.34292 -2.45229 0.0 0.0 0.0
H 3.52946 2.58816 -0.11384 -0.2 0.0 0.0
H 2.61079 1.78692 -1.39876 -0.1 0.1 0.2
H 2.88493 -0.38123 -0.27749 -0.1 -0.1 0.2
H 3.92330 -0.58549 1.78021 0.9 -0.2 -0.5
H 4.39082 0.79850 4.35748 0.0 0.3 0.1
H 5.71727 1.08624 3.27217 0.0 -0.5 0.0
H 3.14225 2.85922 3.13378 0.2 0.3 -0.2
H 1.02142 2.24129 2.53592 -0.1 0.2 -0.1
H 1.58458 3.05184 1.04881 0.0 0.0 0.0
H 1.41959 0.09427 1.74872 0.1 0.0 0.0
H 0.77328 -1.33068 -0.40386 0.0 0.0 0.0
H -1.17817 -1.49040 -1.94891 0.0 0.1 0.0
H -2.57684 0.48874 -2.30022 0.0 0.1 0.0
H -0.28686 2.78636 0.20575 0.0 0.0 0.0
C -5.54106 -2.53045 -2.33710 0.0 0.0 -0.1
C -4.93124 -3.46114 -3.38534 0.0 0.0 0.0
C -4.19055 -2.47855 -4.28333 -0.1 0.0 0.0
O -3.77359 -1.40145 -3.43460 0.1 0.0 0.0
C -4.43528 -1.49908 -2.17157 0.0 -0.1 0.0
H -5.80086 -3.02090 -1.40128 0.0 0.0 0.0
H -6.44166 -2.05646 -2.73121 0.0 0.0 0.0
H -4.22608 -4.14877 -2.91278 0.0 0.0 0.0
H -5.66789 -4.05050 -3.92805 0.0 0.0 0.0
H -4.84625 -2.07840 -5.06232 0.0 0.0 0.0
H -3.31099 -2.91017 -4.76168 0.0 0.0 0.0
H -3.70004 -1.82008 -1.42229 -0.1 0.0 0.1
H -4.80913 -0.51307 -1.89066 0.0 0.0 0.0
C -6.89561 -1.00228 3.13700 0.0 0.0 0.0
C -5.84576 -0.19159 2.37759 -0.1 0.0 0.0
C -5.47491 -1.15265 1.25568 0.1 0.0 0.1
O -6.64433 -1.91577 0.97238 0.0 0.0 0.0
C -7.62078 -1.70795 1.99758 0.0 0.1 0.0
H -7.56284 -0.39503 3.74604 0.0 0.0 0.0
H -6.40971 -1.73285 3.78708 0.0 0.0 0.0
H -6.29575 0.71441 1.96686 0.0 0.0 0.0
H -4.98914 0.09881 2.98436 0.0 0.0 0.0
H -4.67678 -1.83644 1.57046 0.0 0.0 0.0
H -5.15334 -0.64254 0.34767 0.0 0.0 0.0
H -8.42783 -1.08688 1.59642 0.0 0.0 0.0
H -8.03834 -2.67226 2.28646 0.0 0.0 0.0